# 1
A structure of composition C33H39FeN4O3S5 in a non-equilibrium geometry. Source: the Open Molecules 2025 dataset; level of theory: ωB97M-V/def2-TZVPD.

The value obtained for the HOMO energy (spin up / spin down) is -5.8903 / -5.2859 eV. The multiplicity is 2. The gap between HOMO and LUMO (spin up / spin down) comes out at 6.186 / 5.581 eV. For the energy above the lowest of the compared OMol25 structures with the same formula, charge and spin, the calculation gives 156.5 kJ/mol. The charge is 0.

Positions of all 85 atoms, in Å:
Fe: -0.357036 -1.002356 -0.122477
C: -1.066526 -3.286122 -3.314521
C: -2.335339 -3.801812 -2.644609
S: -3.300208 -2.585487 -1.725379
C: -4.063349 -1.574520 -3.009711
C: -3.204583 -0.462755 -3.627438
S: -2.161857 0.450067 -2.450410
C: -0.892058 0.926902 -3.654306
C: 0.347574 1.499418 -2.987608
S: 1.162682 0.439757 -1.778747
C: 2.071003 -0.750806 -2.767598
C: 1.264000 -1.928153 -3.313085
S: 0.164595 -2.732107 -2.102854
H: -1.286749 -2.447282 -3.974397
H: -0.628288 -4.087361 -3.914287
H: -2.084687 -4.555704 -1.894249
H: -2.983583 -4.269628 -3.388195
H: -4.936402 -1.149444 -2.512726
H: -4.419618 -2.232087 -3.805048
H: -3.858755 0.252669 -4.128153
H: -2.533368 -0.876252 -4.378124
H: -1.313971 1.674040 -4.329895
H: -0.644093 0.040351 -4.237750
H: 0.093579 2.393840 -2.411886
H: 1.082375 1.788521 -3.742424
H: 2.848475 -1.096387 -2.090586
H: 2.557091 -0.229972 -3.595663
H: 1.955412 -2.679737 -3.697595
H: 0.630455 -1.603266 -4.137890
C: 2.900491 -2.501095 0.238822
O: 2.038864 -2.399016 1.343757
C: 1.198388 -1.237096 1.370768
C: 0.463052 -1.282049 2.698409
H: 3.833225 -1.964004 0.400353
H: 2.401388 -2.111918 -0.655166
H: 3.124465 -3.561222 0.086070
H: 1.077710 -0.900820 3.533664
H: 0.206530 -2.316775 2.926942
H: -0.460296 -0.700855 2.655866
O: 4.204995 -0.284927 1.950503
C: 3.292710 0.423578 1.615840
N: 3.388812 1.782802 1.354945
C: 2.062684 2.405847 1.353207
C: 1.201283 1.158884 1.169917
O: 0.056599 1.132697 0.807869
N: 1.952726 0.056779 1.373089
C: 1.811347 3.051916 2.722292
C: 1.062573 2.409543 3.700269
C: 0.973271 2.945734 4.980674
C: 1.637327 4.120213 5.293406
C: 2.381499 4.772165 4.315384
C: 2.466166 4.241620 3.037203
C: 1.848120 3.405369 0.225680
C: 2.815117 3.637953 -0.740162
C: 2.590191 4.569301 -1.749200
C: 1.388376 5.259684 -1.807327
C: 0.410214 5.016053 -0.849915
C: 0.640806 4.094569 0.162240
H: 4.161767 2.264948 1.784363
H: 0.536173 1.490431 3.464332
H: 0.384062 2.439256 5.734801
H: 1.580625 4.528766 6.295744
H: 2.894674 5.697116 4.549100
H: 3.039398 4.757887 2.273340
H: 3.745862 3.087403 -0.704294
H: 3.358625 4.757311 -2.489222
H: 1.215470 5.988523 -2.589614
H: -0.531323 5.552545 -0.885274
H: -0.119953 3.907699 0.912356
N: 0.135220 -4.532529 0.763926
C: -1.033071 -3.968917 1.164657
N: -1.338948 -2.747495 0.913156
C: -2.608503 -2.442563 1.448926
C: -3.242524 -1.206898 1.411541
C: -4.501440 -1.073390 1.970649
C: -5.146315 -2.156863 2.569421
C: -4.528220 -3.390011 2.626612
C: -3.262843 -3.513295 2.062077
S: -2.247044 -4.923782 1.983464
H: 0.846294 -3.814949 0.628981
H: 0.461945 -5.294998 1.335138
H: -2.735428 -0.368755 0.953723
H: -4.995051 -0.108828 1.942116
H: -6.131144 -2.031707 3.002815
H: -5.013715 -4.236162 3.099376

Cartesian forces (eV/Å) of the 6 atoms listed first:
Fe 1.342 -0.935 -0.325
C -0.039 -0.143 0.093
C 0.054 0.179 -0.047
S -0.076 -0.072 0.186
C 0.206 0.039 0.044
C -0.088 0.015 0.081

These are the Löwdin partial charges, in e, on atoms 1 to 2: 0.12, -0.50

# 2
A structure of composition C33H39IN5ORuSeTe in a non-equilibrium geometry. Source: the Open Molecules 2025 dataset; level of theory: ωB97M-V/def2-TZVPD.

The value obtained for the HOMO energy (spin up / spin down) is -13.2083 / -13.4533 eV. The multiplicity is 6. The gap between HOMO and LUMO (spin up / spin down) comes out at 8.003 / 5.426 eV. For the energy above the lowest of the compared OMol25 structures with the same formula, charge and spin, the calculation gives 0.0 kJ/mol. The charge is +2.

Positions of all 82 atoms, in Å:
Ru: 13.141720 14.657430 13.759510
N: 15.388945 14.499613 13.844385
C: 15.711991 15.147679 15.139794
C: 14.934072 14.461950 16.256421
N: 13.450112 14.554459 16.083300
H: 15.886151 13.607200 13.765699
H: 15.789399 15.099868 13.116746
H: 15.404882 16.199167 15.068919
H: 16.776018 15.121693 15.381415
H: 15.252129 14.880372 17.223700
H: 15.180127 13.406341 16.308210
H: 13.063499 15.401109 16.490161
H: 12.982971 13.766750 16.562738
Se: 12.495502 19.402124 12.713405
C: 13.060858 17.761515 13.102991
N: 13.432192 16.678745 13.461729
I: 15.706365 9.698933 11.669773
C: 14.175022 10.426567 12.918024
C: 13.433596 9.583325 13.746444
C: 12.519528 10.151952 14.636197
C: 12.360239 11.533081 14.641381
N: 13.055721 12.355571 13.807291
C: 13.953178 11.788539 12.957392
H: 13.522282 8.497155 13.714395
H: 11.923475 9.517259 15.262223
H: 11.670153 12.023314 15.333798
H: 14.516419 12.438132 12.315086
C: 6.782518 7.039885 11.721930
C: 7.472272 8.396055 11.805463
C: 8.679060 8.629949 11.131061
C: 9.319819 9.872301 11.160591
C: 10.695895 10.076669 10.546632
C: 8.696112 10.893739 11.866284
Te: 9.755230 12.614167 12.258253
N: 11.231070 14.882385 13.649195
C: 10.437814 15.823950 12.987031
O: 10.858700 16.289410 11.949638
C: 9.060303 16.021097 13.515911
C: 8.238621 17.052774 13.030248
C: 6.961122 17.232591 13.572328
C: 6.463667 16.406710 14.563981
C: 7.251402 15.355723 15.013575
C: 8.547754 15.183357 14.501307
C: 9.864179 13.424117 10.337807
C: 8.640021 13.697698 9.705232
C: 7.314049 13.547619 10.412927
C: 8.696625 14.145872 8.381320
C: 9.904184 14.275029 7.690738
C: 9.947765 14.669289 6.230662
C: 11.095208 14.045347 8.385960
C: 11.103173 13.635448 9.714644
C: 12.379677 13.494991 10.477443
C: 7.508348 10.711938 12.577835
C: 6.916365 11.852438 13.421475
C: 6.896451 9.475473 12.515739
H: 7.468703 6.269435 11.360032
H: 5.961345 7.075722 10.999128
H: 6.343275 6.744042 12.694245
H: 9.145056 7.825737 10.578329
H: 11.015358 9.203520 9.962887
H: 11.403761 10.277959 11.353011
H: 10.685563 10.947559 9.890247
H: 8.594665 17.745820 12.289599
H: 6.337853 18.030335 13.159107
H: 5.453007 16.597200 14.924657
H: 6.842307 14.724076 15.792524
H: 9.172343 14.397264 14.935733
H: 7.333021 14.083291 11.368486
H: 7.088692 12.499166 10.626899
H: 6.493259 13.919551 9.773717
H: 7.761513 14.394102 7.880074
H: 8.979754 14.481840 5.785684
H: 10.709402 14.114432 5.719730
H: 10.203905 15.721930 6.137442
H: 12.043533 14.147355 7.882699
H: 13.279923 13.537153 9.814949
H: 12.418016 12.545165 11.038362
H: 12.432724 14.343438 11.205684
H: 7.688405 12.459993 13.900721
H: 6.238743 11.464704 14.182755
H: 6.348119 12.591820 12.839456
H: 5.972212 9.294296 13.048219

Cartesian forces (eV/Å) of the 6 atoms listed first:
Ru -2.491 -0.256 -0.348
N 0.300 0.645 -0.276
C -0.463 -0.001 0.545
C -0.265 0.297 0.765
N 0.239 -0.414 0.239
H -0.340 0.204 0.105

These are the Löwdin partial charges, in e, on atoms 1 to 2: 1.12, -0.08

# 3
A structure of composition C33H39IN5ORuSeTe in a non-equilibrium geometry. Source: the Open Molecules 2025 dataset; level of theory: ωB97M-V/def2-TZVPD.

The value obtained for the HOMO energy (spin up / spin down) is -13.0825 / -13.0008 eV. The multiplicity is 6. The gap between HOMO and LUMO (spin up / spin down) comes out at 8.508 / 5.487 eV. For the energy above the lowest of the compared OMol25 structures with the same formula, charge and spin, the calculation gives 107.6 kJ/mol. The charge is +2.

Positions of all 82 atoms, in Å:
Ru: -6.467358 8.111698 20.784140
N: -6.719139 9.604551 22.307639
C: -6.007937 9.334989 23.535360
C: -4.580285 8.875897 23.133681
N: -4.576913 7.641079 22.336888
H: -6.159312 10.372003 21.849497
H: -7.667857 9.921949 22.525546
H: -6.560790 8.665032 24.139801
H: -5.895545 10.274784 24.196005
H: -4.017291 8.880194 24.045904
H: -4.180398 9.667151 22.506052
H: -4.322354 6.815061 22.886241
H: -3.846232 7.689565 21.616894
Se: -7.338014 4.569610 17.709872
C: -6.938261 5.885734 18.795626
N: -6.615126 6.710497 19.548731
I: -11.983079 6.802049 21.410601
C: -10.048088 6.483956 22.049614
C: -9.785614 5.539922 23.065163
C: -8.473950 5.214757 23.388255
C: -7.489703 5.883116 22.747215
N: -7.755751 6.895595 21.924527
C: -9.023236 7.182037 21.540746
H: -10.559006 4.986461 23.546383
H: -8.282627 4.413677 24.043149
H: -6.461046 5.644531 22.876116
H: -9.121652 8.044667 20.811100
C: -3.399525 18.205086 9.757747
C: -3.694672 17.493225 11.025580
C: -4.956687 17.028384 11.445322
C: -5.102749 16.231724 12.551538
C: -6.483859 15.693891 12.884279
C: -3.978929 15.995907 13.356897
Te: -4.080022 14.994260 15.087698
N: -5.538175 9.413584 19.771267
C: -4.847738 10.546248 19.865120
O: -4.881005 11.219428 20.894136
C: -3.990870 11.045589 18.786392
C: -3.828933 10.450840 17.497251
C: -3.024831 10.965532 16.540114
C: -2.438229 12.224665 16.831273
C: -2.670692 12.903756 17.952970
C: -3.374273 12.303730 18.960061
C: -4.991086 13.288654 14.312239
C: -4.356317 12.586540 13.332873
C: -2.986980 12.995096 12.693087
C: -4.873604 11.398960 12.908908
C: -6.010901 10.889711 13.525141
C: -6.664597 9.573353 13.086297
C: -6.663315 11.596893 14.535187
C: -6.198430 12.792080 14.930638
C: -6.885948 13.622281 15.999769
C: -2.714094 16.547763 13.032872
C: -1.452592 16.354287 13.803237
C: -2.573030 17.277722 11.865693
H: -2.585277 17.713563 9.289688
H: -3.006469 19.214298 9.960039
H: -4.171790 18.186423 8.996352
H: -5.700420 17.218857 10.651928
H: -7.280284 16.307952 12.522719
H: -6.688256 15.580507 13.951999
H: -6.501986 14.703339 12.429201
H: -4.421165 9.512385 17.264352
H: -2.952718 10.520533 15.546454
H: -1.903482 12.635403 15.937498
H: -2.222332 13.892617 18.097725
H: -3.504268 12.777610 19.861099
H: -2.584795 12.085256 12.365598
H: -2.402568 13.490079 13.479781
H: -3.004153 13.626592 11.778723
H: -4.383971 10.688919 12.275802
H: -7.100052 9.033743 13.912344
H: -5.904068 8.873688 12.772179
H: -7.455176 9.741098 12.342502
H: -7.540818 11.246825 15.058168
H: -7.759072 13.206478 16.518652
H: -7.179712 14.621879 15.624486
H: -6.168565 13.747931 16.862073
H: -0.937300 15.408387 13.454507
H: -1.549745 16.303868 14.870908
H: -0.725710 17.199976 13.737014
H: -1.630569 17.652825 11.518796

Cartesian forces (eV/Å) of the 6 atoms listed first:
Ru 0.459 1.695 1.066
N 0.036 1.215 -0.856
C 1.770 1.417 0.783
C -1.116 0.728 0.340
N 0.575 -0.294 -0.413
H -0.830 -0.080 0.288

These are the Löwdin partial charges, in e, on atoms 1 to 2: 1.28, -0.10

# 4
A structure of composition C33H39N5O8OsPS in a non-equilibrium geometry. Source: the Open Molecules 2025 dataset; level of theory: ωB97M-V/def2-TZVPD.

The value obtained for the HOMO energy (spin up / spin down) is -14.2750 / -15.3496 eV. The multiplicity is 5. The gap between HOMO and LUMO (spin up / spin down) comes out at 6.332 / 3.325 eV. The charge is +3.

Positions of all 88 atoms, in Å:
Os: -0.092303 -0.324497 -0.876471
C: -2.140253 3.664544 0.481836
O: -1.960181 2.713841 1.589369
C: -1.266347 1.725366 1.102584
N: -0.951111 1.732480 -0.140256
C: -1.657893 2.876350 -0.761554
C: -0.827211 3.694544 -1.718485
C: -1.387508 4.857138 -2.253663
C: -0.673456 5.634574 -3.150987
C: 0.612453 5.258154 -3.531471
C: 1.173483 4.104884 -2.998931
C: 0.460280 3.322831 -2.094748
C: -0.939948 0.575382 1.958872
C: -1.215384 0.515395 3.306292
C: -0.948452 -0.666336 3.984768
C: -0.421673 -1.746325 3.287822
C: -0.173717 -1.597423 1.942954
N: -0.419733 -0.455860 1.286296
C: 0.351845 -2.660752 1.073229
N: 0.650357 -2.415134 -0.144750
C: 1.211782 -3.657769 -0.739860
C: 0.919255 -4.692610 0.369572
O: 0.528601 -3.872950 1.534520
C: 0.623721 -3.970500 -2.096418
C: 1.424876 -4.499486 -3.099342
C: 0.881287 -4.809562 -4.342980
C: -0.464264 -4.581339 -4.588746
C: -1.270672 -4.053992 -3.586602
C: -0.731172 -3.756357 -2.343046
H: -1.518845 4.532585 0.688501
H: -3.187624 3.941295 0.464334
H: -2.507550 2.455429 -1.296599
H: -2.392350 5.160241 -1.974159
H: -1.119325 6.535063 -3.554011
H: 1.171802 5.866921 -4.230875
H: 2.182951 3.828888 -3.286456
H: 0.915582 2.444691 -1.653229
H: -1.647509 1.375269 3.799440
H: -1.162916 -0.750324 5.042281
H: -0.220651 -2.695432 3.765653
H: 2.285005 -3.496503 -0.849471
H: 1.779020 -5.285724 0.660475
H: 0.074217 -5.336611 0.135412
H: 2.479589 -4.677494 -2.909114
H: 1.508738 -5.235020 -5.116121
H: -0.887272 -4.825454 -5.555181
H: -2.326020 -3.886855 -3.775465
H: -1.356442 -3.362517 -1.554958
N: 5.507344 -0.038049 0.307697
C: 4.392740 0.930077 -0.014752
P: 3.191664 0.010910 -1.079087
O: 3.658552 -1.403933 -1.048320
O: 1.790632 0.360804 -0.555049
C: 3.304259 0.694920 -2.755456
N: 2.553077 -0.202024 -3.664695
H: 5.188986 -0.971911 -0.030800
H: 5.705592 -0.087889 1.307345
H: 6.381774 0.197278 -0.162867
H: 4.805861 1.817522 -0.488214
H: 3.902258 1.227669 0.909223
H: 4.353092 0.794121 -3.041398
H: 2.842172 1.683505 -2.775236
H: 1.345859 -0.231893 -3.251313
H: 2.950864 -1.141614 -3.648392
H: 2.618537 0.133585 -4.623349
C: -7.497974 -3.369272 -3.738015
C: -6.366717 -2.830185 -2.926778
C: -6.255791 -1.446399 -2.702230
C: -5.249103 -0.936754 -1.914900
C: -4.328165 -1.822136 -1.349012
C: -4.411994 -3.202021 -1.550034
C: -5.426894 -3.692519 -2.342302
S: -3.093710 -1.205033 -0.298723
O: -3.506533 0.057578 0.253626
O: -2.661183 -2.245170 0.589538
O: -1.898585 -0.924660 -1.335055
H: -7.722614 -2.725110 -4.587648
H: -8.401444 -3.384029 -3.119740
H: -7.316796 -4.386268 -4.077548
H: -6.988620 -0.782965 -3.144680
H: -5.180366 0.124751 -1.710386
H: -3.709188 -3.867802 -1.063788
H: -5.519709 -4.759080 -2.503700
C: -0.737958 -0.202360 -3.894344
O: 0.251434 -0.269915 -2.830664
H: -0.324448 -0.700214 -4.769222
H: -0.954981 0.841274 -4.113481
H: -1.634986 -0.721831 -3.578213

Cartesian forces (eV/Å) of the 6 atoms listed first:
Os 0.364 0.064 0.371
C 0.083 -0.163 0.025
O -0.417 0.556 0.150
C 0.361 -0.281 -0.681
N -0.149 0.354 0.349
C 0.280 -0.004 0.423

These are the Löwdin partial charges, in e, on atoms 1 to 2: 1.62, 0.00